(1)
ORCA calculation (ωB97M-V/def2-TZVPD) on C5H9CsO5 as an isolated structure at a distorted geometry.

Properties
ΔE to the lowest compared entry with this formula, charge and spin, kJ/mol: 17.86
Total energy, Ha: -592.1938
HOMO level, eV: -6.2

Structure (ORCA input):
```
! RIJCOSX wB97M-V def2-TZVPD def2/J DEFGRID3
* xyz 0 1
C 2.53 -3.63 0.17
C 1.56 -2.46 0.15
O 1.44 -1.80 1.35
Cs 2.06 -1.64 4.81
H 2.60 -4.12 -0.82
H 3.54 -3.28 0.44
H 2.20 -4.38 0.89
H 0.57 -2.85 -0.20
H 1.89 -1.76 -0.66
C -1.20 1.73 -0.54
C -2.04 2.53 0.45
O -2.55 3.62 -0.31
C -1.87 3.74 -1.45
O -1.03 2.73 -1.61
O -2.05 4.62 -2.25
O -1.89 0.64 -1.02
H -0.19 1.46 -0.23
H -1.43 2.93 1.27
H -2.87 1.94 0.84
H -1.26 -0.04 -1.29
*
```

Here are the Mulliken charges for atoms 1 to 8, given in e: -0.93, -0.20, -0.89, 0.95, 0.32, 0.23, 0.23, 0.15

---

(2)
ORCA calculation (ωB97M-V/def2-TZVPD) on a single C2H2IN2PS molecule at a distorted geometry.

Properties
ΔE to the lowest compared entry with this formula, charge and spin, kJ/mol: 233.46
Total energy, Ha: -1224.0073
HOMO level, eV: -8.5

Structure (ORCA input):
```
! RIJCOSX wB97M-V def2-TZVPD def2/J DEFGRID3
* xyz 0 1
P 0.79 0.49 0.09
C 0.74 -1.09 0.79
N 0.97 -1.93 1.56
N 1.11 -2.81 2.39
C 0.51 -3.96 2.57
S -0.67 -4.63 1.62
I 1.22 -4.78 4.47
H -0.37 0.18 -0.49
H 1.34 0.13 -1.34
*
```

Here are the natural (NBO) charges for atoms 1 to 8, given in e: 0.37, -0.01, 0.04, -0.40, -0.08, -0.07, 0.12, 0.00

---

(3)
ORCA calculation (ωB97M-V/def2-TZVPD) on a 7-piece molecular cluster, C4H22O7 overall at a distorted geometry.

Properties
ΔE to the lowest compared entry with this formula, charge and spin, kJ/mol: 203.24
Total energy, Ha: -692.2139
HOMO level, eV: -10.2

Structure (ORCA input):
```
! RIJCOSX wB97M-V def2-TZVPD def2/J DEFGRID3
* xyz 0 1
C 1.58 4.77 0.82
C 0.77 5.10 -0.40
O 1.65 5.79 -1.33
H 2.44 4.16 0.55
H 1.09 4.17 1.59
H 2.07 5.63 1.28
H -0.16 5.59 -0.10
H 0.38 4.20 -0.88
H 1.16 6.47 -1.80
C -0.92 -1.92 -0.78
C 0.43 -1.36 -1.18
O 1.03 -0.54 -0.16
H -0.86 -2.71 -0.03
H -1.48 -2.29 -1.64
H -1.50 -1.06 -0.45
H 0.44 -0.67 -2.02
H 1.15 -2.12 -1.51
H 1.89 -0.18 -0.38
O 4.94 1.21 -0.96
H 5.47 1.98 -1.15
H 5.47 0.46 -1.24
O -4.82 -5.18 -2.16
H -4.16 -5.84 -2.34
H -5.66 -5.61 -2.33
O 3.31 -2.24 2.48
H 2.42 -2.08 2.15
H 3.86 -2.22 1.70
O -2.79 -0.13 3.18
H -2.26 0.25 2.47
H -3.15 -0.93 2.80
O -4.74 -3.93 1.48
H -4.38 -4.74 1.82
H -4.67 -4.02 0.53
*
```

Here are the natural (NBO) charges for atoms 1 to 8, given in e: -0.64, -0.07, -0.73, 0.21, 0.22, 0.21, 0.17, 0.16

---

(4)
ORCA calculation (ωB97M-V/def2-TZVPD) on a 3-piece molecular cluster, C22H35BrF6O10P2S overall at a distorted geometry.

Properties
ΔE to the lowest compared entry with this formula, charge and spin, kJ/mol: 467.16
Total energy, Ha: -5865.6672
HOMO level, eV: -8.0

Structure (ORCA input):
```
! RIJCOSX wB97M-V def2-TZVPD def2/J DEFGRID3
* xyz 0 1
C -4.88 -5.10 1.49
C -3.75 -5.23 0.33
O -2.40 -5.24 0.88
C -1.48 -5.01 -0.21
C -0.10 -4.31 0.21
C 0.88 -5.39 0.90
O 1.81 -5.99 0.35
O 0.44 -5.42 2.26
C 0.20 -4.00 2.60
S -1.23 -4.18 3.82
P 1.73 -3.59 3.64
C 1.88 -1.74 4.02
C 1.51 -4.40 5.37
C -0.10 -3.10 1.26
C 1.03 -2.06 0.78
C 0.82 -1.47 -0.71
C 1.00 0.12 -0.82
C -0.23 0.86 -1.61
O -0.56 2.12 -0.95
C -1.84 2.06 -0.36
O -2.15 2.89 0.54
P -1.71 -2.18 1.68
O -1.22 -0.67 2.39
Br -2.88 -1.60 -0.18
H -5.72 -5.87 1.30
H -4.43 -5.19 2.54
H -5.39 -4.07 1.36
H -3.90 -6.23 -0.22
H -3.94 -4.38 -0.40
H -1.91 -4.43 -1.09
H -1.20 -6.06 -0.62
H 0.41 -4.17 -0.81
H -1.40 -5.55 3.97
H 2.30 -1.53 5.06
H 0.88 -1.19 3.91
H 2.62 -1.29 3.26
H 1.20 -5.49 5.30
H 2.46 -4.26 5.99
H 0.67 -3.87 5.97
H 2.08 -2.55 0.80
H 1.13 -1.14 1.47
H 1.63 -1.96 -1.36
H -0.18 -1.75 -1.19
H 1.23 0.64 0.18
H 1.92 0.29 -1.49
H 0.04 1.04 -2.72
H -1.14 0.14 -1.64
H -2.68 1.34 -0.66
H -1.11 -0.01 1.66
C 1.89 3.45 -7.41
C 3.26 2.99 -6.94
O 3.16 2.30 -5.69
C 2.82 1.00 -5.76
O 2.60 0.41 -6.78
C 2.80 0.38 -4.36
F 2.19 1.17 -3.45
F 4.04 0.15 -3.90
F 2.16 -0.80 -4.33
H 1.40 4.06 -6.64
H 1.98 4.05 -8.32
H 1.24 2.60 -7.61
H 3.90 3.86 -6.77
H 3.75 2.37 -7.70
C -0.65 5.30 2.57
C -1.45 6.54 2.89
O -0.72 7.73 2.54
C -0.77 8.10 1.25
O -1.38 7.52 0.40
C 0.01 9.40 1.04
F 1.20 9.39 1.67
F -0.66 10.47 1.51
F 0.27 9.64 -0.26
H 0.33 5.34 3.06
H -1.17 4.40 2.90
H -0.46 5.21 1.50
H -1.65 6.59 3.96
H -2.43 6.53 2.39
*
```

Here are the Mulliken charges for atoms 1 to 8, given in e: -0.90, -0.22, -0.17, -1.04, 0.54, -0.08, -0.57, -0.37

---

(5)
ORCA calculation (ωB97M-V/def2-TZVPD) on a single C26H38N4O5 molecule at a distorted geometry.

Properties
ΔE to the lowest compared entry with this formula, charge and spin, kJ/mol: 81.06
Total energy, Ha: -1608.7876
HOMO level, eV: -8.4

Structure (ORCA input):
```
! RIJCOSX wB97M-V def2-TZVPD def2/J DEFGRID3
* xyz 0 1
C -3.65 -2.64 -0.06
C -2.37 -3.42 -0.35
C -1.09 -2.80 0.23
C -1.23 -2.51 1.73
C 0.08 -3.75 0.00
N -0.85 -1.56 -0.51
C 0.17 -0.72 -0.33
O 1.17 -0.92 0.34
C 0.14 0.53 -1.27
C -1.08 0.61 -2.14
C -2.23 1.31 -1.77
C -3.33 1.34 -2.59
C -3.33 0.68 -3.82
O -4.47 0.78 -4.55
C -4.53 0.13 -5.80
C -2.19 -0.02 -4.20
C -1.08 -0.04 -3.37
N 0.36 1.74 -0.48
C -0.21 1.73 0.75
O -0.93 0.79 1.08
C 0.02 2.84 1.75
C 0.19 2.23 3.15
C 1.45 1.37 3.14
O 2.56 1.86 3.17
N 1.20 0.04 3.08
C 2.15 -0.95 2.99
C 3.56 -0.83 2.85
C 3.99 -2.12 2.82
C 5.34 -2.72 2.68
O 2.94 -2.95 2.95
N 1.80 -2.21 3.06
C 1.13 2.86 -1.07
C 1.51 2.57 -2.53
C 2.43 3.11 -0.28
C 0.23 4.11 -1.12
H -3.87 -2.64 1.01
H -3.58 -1.61 -0.39
H -4.49 -3.11 -0.57
H -2.25 -3.51 -1.43
H -2.48 -4.43 0.06
H -1.71 -3.35 2.23
H -0.24 -2.38 2.17
H -1.82 -1.61 1.88
H -0.06 -4.67 0.56
H 1.00 -3.28 0.33
H 0.17 -4.00 -1.06
H -1.66 -1.19 -0.98
H 1.02 0.37 -1.89
H -2.26 1.82 -0.82
H -4.22 1.88 -2.30
H -4.41 -0.95 -5.69
H -3.77 0.52 -6.49
H -5.52 0.34 -6.20
H -2.15 -0.54 -5.14
H -0.21 -0.59 -3.68
H -0.88 3.48 1.76
H 0.89 3.45 1.53
H 0.33 3.03 3.88
H -0.68 1.63 3.41
H 0.25 -0.28 2.92
H 4.12 0.07 2.78
H 6.09 -1.94 2.63
H 5.39 -3.33 1.78
H 5.55 -3.37 3.53
H 0.64 2.31 -3.13
H 1.95 3.48 -2.94
H 2.26 1.78 -2.60
H 2.63 2.29 0.40
H 2.40 4.03 0.29
H 3.28 3.18 -0.96
H -0.65 3.90 -1.73
H 0.78 4.93 -1.58
H -0.10 4.44 -0.14
*
```

Here are the natural (NBO) charges for atoms 1 to 8, given in e: -0.61, -0.39, 0.13, -0.65, -0.62, -0.65, 0.74, -0.67

---

(6)
ORCA calculation (ωB97M-V/def2-TZVPD) on a single C10H13N3S molecule at a distorted geometry.

Properties
ΔE to the lowest compared entry with this formula, charge and spin, kJ/mol: 146.69
Total energy, Ha: -951.2793
HOMO level, eV: -8.1

Structure (ORCA input):
```
! RIJCOSX wB97M-V def2-TZVPD def2/J DEFGRID3
* xyz 0 1
C 2.31 -3.08 0.92
C 1.57 -2.17 1.56
C 0.01 -2.16 1.54
N -0.61 -0.91 0.99
C -0.67 0.23 1.68
S -0.28 0.41 3.30
N -1.07 1.31 0.96
C -1.72 1.35 -0.38
C -0.73 1.12 -1.46
C -1.19 0.49 -2.61
C -0.29 0.26 -3.68
C 1.02 0.71 -3.59
N 1.49 1.26 -2.46
C 0.64 1.43 -1.43
H 3.38 -3.16 1.00
H 1.89 -3.86 0.31
H 2.02 -1.45 2.26
H -0.41 -2.27 2.54
H -0.37 -2.98 0.86
H -0.43 -0.79 -0.04
H -1.03 2.17 1.49
H -2.49 0.55 -0.42
H -2.31 2.27 -0.39
H -2.24 0.13 -2.59
H -0.67 -0.27 -4.58
H 1.78 0.58 -4.35
H 1.11 1.76 -0.52
*
```

Here are the natural (NBO) charges for atoms 1 to 8, given in e: -0.39, -0.20, -0.25, -0.61, 0.31, -0.31, -0.61, -0.25

---

(7)
ORCA calculation (ωB97M-V/def2-TZVPD) on C5H8N2O2 as an isolated structure at a distorted geometry.

Properties
ΔE to the lowest compared entry with this formula, charge and spin, kJ/mol: 540.93
Total energy, Ha: -455.1525
HOMO level, eV: -7.6

Structure (ORCA input):
```
! RIJCOSX wB97M-V def2-TZVPD def2/J DEFGRID3
* xyz 0 1
C 0.83 1.51 -0.20
C 0.28 0.30 -0.10
C 2.06 -0.66 -0.20
C -1.01 -1.78 -0.22
C -2.02 0.40 0.43
N 2.19 1.62 -0.39
N -0.90 -0.34 0.03
O 2.43 -1.79 -0.14
O 2.88 0.38 -0.34
H 0.41 2.50 -0.17
H -0.03 -2.09 -0.01
H -1.57 -2.26 0.53
H -1.38 -2.02 -1.19
H -3.06 0.11 0.28
H -1.89 0.66 1.49
H -1.93 1.41 -0.10
H 2.69 2.05 0.32
*
```

Here are the natural (NBO) charges for atoms 1 to 8, given in e: -0.24, 0.14, 0.78, -0.39, -0.41, -0.27, -0.47, -0.57

---

(8)
ORCA calculation (ωB97M-V/def2-TZVPD) on C25H48Cl3LuN4O3SSi as an isolated structure at a distorted geometry.

Properties
ΔE to the lowest compared entry with this formula, charge and spin, kJ/mol: 571.46
Total energy, Ha: -4730.0099
HOMO level, eV: -3.4

Structure (ORCA input):
```
! RIJCOSX wB97M-V def2-TZVPD def2/J DEFGRID3
* xyz 0 1
C 4.19 3.00 -1.94
C 4.03 2.00 -0.79
H 5.25 3.18 -2.21
H 3.81 3.98 -1.63
H 3.63 2.68 -2.83
C 4.98 1.93 0.22
C 5.94 2.97 0.54
H 5.05 0.98 0.71
H 5.51 3.97 0.70
H 6.75 3.09 -0.20
H 6.38 2.70 1.50
Lu -1.98 0.33 0.15
Cl -0.90 -0.47 -2.05
Cl -4.09 1.63 0.11
H -6.73 -1.73 0.15
H -6.76 -1.98 -2.30
C -5.74 -1.26 0.16
C -5.88 -1.33 -2.33
N -5.08 -1.55 -1.12
H -5.12 -1.68 0.96
C -3.78 -1.64 -1.15
O -3.04 -1.49 -0.11
H -5.27 -1.59 -3.19
H -3.28 -1.82 -2.14
H -5.80 -0.18 0.31
H -6.21 -0.29 -2.42
H 1.49 3.59 1.15
H 3.28 1.83 3.11
C 0.99 3.42 2.12
C 2.29 1.90 3.59
N 1.22 2.04 2.59
H -0.07 3.62 1.99
C 0.40 1.01 2.39
O -0.76 1.05 1.88
H 2.12 0.98 4.15
H 0.80 0.05 2.76
H 1.43 4.09 2.85
H 2.28 2.77 4.25
O 2.61 1.96 -0.45
C 3.07 0.73 -1.01
C 3.11 -0.53 1.18
C 3.17 -0.56 -0.23
H 2.97 0.45 1.64
C 3.16 -1.70 1.97
H 2.63 0.64 -2.01
C 3.22 -1.89 -0.77
H 3.08 -1.59 3.06
C 3.32 -2.95 1.41
C 3.31 -3.05 0.02
H 3.17 -2.05 -1.85
H 3.40 -3.86 2.03
H 3.38 -4.05 -0.43
Si -1.03 3.44 -2.34
Cl -0.46 2.21 -0.58
C -2.10 4.81 -1.55
C -2.27 2.41 -3.29
C 0.33 4.09 -3.39
H -2.62 4.47 -0.64
H -2.87 5.12 -2.28
H -1.49 5.68 -1.30
H 0.89 4.89 -2.90
H -0.13 4.48 -4.32
H 1.03 3.28 -3.64
H -1.85 1.44 -3.58
H -2.52 2.96 -4.22
H -3.18 2.23 -2.71
C -1.04 -2.51 3.21
N -1.43 -3.37 2.10
C -2.86 -3.70 2.09
C -0.78 -3.17 0.91
S 0.19 -1.80 0.68
N -0.96 -4.07 -0.07
C -1.45 -5.41 0.23
C -0.37 -3.86 -1.40
H -1.51 -2.90 4.13
H -1.37 -1.46 3.06
H 0.05 -2.52 3.33
H -3.35 -3.39 1.15
H -3.02 -4.77 2.27
H -3.34 -3.15 2.91
H -1.06 -6.10 -0.53
H -1.13 -5.74 1.22
H -2.55 -5.44 0.17
H -0.74 -2.92 -1.82
H 0.73 -3.80 -1.35
H -0.67 -4.70 -2.03
*
```

Here are the Mulliken charges for atoms 1 to 8, given in e: -1.58, 1.36, 0.35, 0.21, 0.32, -0.68, -1.63, 0.46

---

(9)
ORCA calculation (ωB97M-V/def2-TZVPD) on C25H30Cl10N4 as an isolated structure at a distorted geometry.

Properties
ΔE to the lowest compared entry with this formula, charge and spin, kJ/mol: 2256.64
Total energy, Ha: -5790.6658
HOMO level, eV: -8.8

Structure (ORCA input):
```
! RIJCOSX wB97M-V def2-TZVPD def2/J DEFGRID3
* xyz 0 1
N -23.49 -8.63 17.37
C -22.47 -8.16 18.09
C -21.21 -8.17 17.58
C -20.90 -8.85 16.39
C -21.97 -9.27 15.56
C -23.30 -9.23 16.15
H -22.77 -7.64 18.99
H -20.42 -7.85 18.25
H -19.86 -9.00 16.13
H -21.89 -9.66 14.56
H -24.19 -9.56 15.62
N -22.64 -16.04 11.89
C -22.10 -15.17 12.84
C -20.81 -14.66 12.89
C -20.01 -15.16 11.84
C -20.49 -16.02 10.86
C -21.82 -16.43 10.82
H -22.81 -14.84 13.59
H -20.52 -13.93 13.63
H -18.94 -15.15 12.00
H -19.86 -16.39 10.07
H -22.27 -16.83 9.93
N -18.78 -12.96 14.82
C -17.97 -12.54 15.84
C -18.51 -11.48 16.73
C -19.85 -10.93 16.53
C -20.55 -11.48 15.48
C -20.04 -12.45 14.61
H -16.97 -12.93 15.88
H -18.03 -11.19 17.65
H -20.23 -10.15 17.17
H -21.49 -11.04 15.18
H -20.66 -12.64 13.75
N -13.77 -10.13 17.50
C -13.69 -10.18 16.15
C -14.54 -11.01 15.38
C -15.54 -11.77 16.09
C -15.64 -11.66 17.47
C -14.66 -10.91 18.10
H -12.91 -9.59 15.71
H -14.57 -11.08 14.31
H -16.24 -12.41 15.58
H -16.32 -12.20 18.11
H -14.62 -10.73 19.16
C -23.48 -13.14 14.83
Cl -24.66 -13.66 13.61
Cl -22.42 -11.79 14.32
H -24.09 -12.82 15.67
H -22.95 -13.98 15.28
C -17.74 -14.94 14.54
Cl -17.39 -14.59 16.21
Cl -16.62 -14.31 13.29
H -17.58 -16.01 14.46
H -18.72 -14.55 14.27
C -22.51 -11.55 18.24
Cl -20.77 -11.98 18.28
Cl -23.06 -11.51 16.57
H -23.18 -12.24 18.74
H -22.70 -10.65 18.82
C -18.91 -11.63 12.44
Cl -20.55 -11.01 12.54
Cl -18.69 -12.63 11.03
H -18.16 -10.84 12.43
H -18.58 -12.26 13.27
C -20.39 -14.37 16.61
Cl -20.71 -15.32 15.21
Cl -21.04 -14.84 18.12
H -19.32 -14.39 16.77
H -20.61 -13.31 16.43
*
```

Here are the natural (NBO) charges for atoms 1 to 8, given in e: -0.47, 0.02, -0.30, -0.20, -0.28, 0.05, 0.21, 0.22

---

Which formula does entry 7 have? C5H8N2O2

---

Among the records above, which one has the lowest ΔE to the lowest compared entry with this formula, charge and spin? C5H9CsO5